(1)
Computed, not measured: a molecular structure, C42H55CuO4S2Se at a distorted geometry, with the ωB97M-V functional and the def2-TZVPD basis.

```
105
Properties=species:S:1:pos:R:3:forces:R:3:mulliken_charge:R:1
Cu -0.16909 -0.19862 0.00714 0.1 -0.4 -0.3 1.208
C -3.49169 2.73647 5.56576 0.0 0.0 -0.1 -2.155
C -4.21205 3.06714 4.25647 0.0 0.1 0.0 2.109
C -4.22122 4.59327 4.07750 0.0 -0.1 0.1 -1.761
C -5.65604 2.55433 4.37445 0.1 0.0 0.0 -1.861
C -3.53092 2.42410 3.05265 0.0 0.0 0.1 -0.323
C -2.32404 1.76035 3.12538 0.0 0.1 -0.1 -0.643
C -1.76545 1.15742 1.99982 0.1 -0.1 0.3 0.134
Se -0.07475 0.24164 2.32613 -0.3 0.5 0.1 -0.344
C 1.21646 1.67995 2.18366 -0.1 -0.2 -0.2 -0.935
C 1.67032 2.27188 3.34637 0.1 0.0 0.0 -0.046
C 2.60858 3.29834 3.29442 0.0 0.0 -0.1 -0.499
C 3.20949 3.55142 2.06194 0.0 0.1 0.3 -0.314
C 2.80940 2.95666 0.87156 -0.2 -0.3 -0.3 -0.679
C 1.70823 2.08860 0.94525 0.1 0.2 0.4 1.388
O 0.91492 1.81987 -0.20885 0.7 0.2 0.9 -0.806
C 3.59881 3.17202 -0.42677 0.0 0.0 -0.2 2.814
C 4.69544 4.23004 -0.25734 0.0 -0.1 0.1 -2.224
C 2.73231 3.61086 -1.62195 0.0 0.0 0.0 -1.525
C 4.27396 1.83364 -0.77200 0.0 0.0 0.0 -1.721
C 2.88629 4.13191 4.54242 0.0 0.0 0.1 2.275
C 1.56257 4.78392 4.97836 0.1 0.0 0.0 -1.714
C 3.89915 5.24776 4.27864 0.0 -0.1 0.0 -2.271
C 3.42470 3.24114 5.67022 0.0 0.0 -0.1 -1.796
C -2.40424 1.14923 0.73135 0.1 -0.1 0.1 1.839
O -1.95850 0.48934 -0.29775 -0.1 0.1 0.1 -1.477
C -3.60448 1.93006 0.64524 -0.2 0.0 -0.1 0.052
C -4.12578 2.50458 1.78692 0.1 -0.1 0.0 -0.152
C -4.32634 2.07967 -0.69979 0.0 -0.1 -0.1 2.424
C -4.87918 0.70878 -1.12398 0.1 0.0 0.0 -1.710
C -5.49926 3.06287 -0.62513 0.0 0.0 0.0 -2.196
C -3.36740 2.60959 -1.77979 0.0 -0.1 0.1 -1.529
H -4.05636 3.14099 6.40898 0.0 0.0 0.0 0.440
H -3.40200 1.65681 5.70365 0.0 0.0 0.0 0.442
H -2.49212 3.17552 5.59111 0.0 0.0 0.0 0.238
H -4.67112 5.08796 4.94404 0.0 0.0 0.0 0.616
H -3.20096 4.96096 3.95387 0.0 0.0 0.0 0.269
H -4.78592 4.87658 3.18754 0.0 0.0 0.0 0.200
H -6.12584 2.94706 5.28082 0.0 0.0 0.0 0.475
H -6.26242 2.85968 3.52092 0.0 0.0 0.0 0.291
H -5.66848 1.46338 4.42259 0.0 0.0 0.0 0.368
H -1.77159 1.69927 4.05432 -0.1 0.0 0.0 0.368
H 1.24748 1.94328 4.28791 0.0 0.1 0.0 0.347
H 4.01419 4.26922 2.02536 -0.1 0.0 0.0 0.500
H 4.27021 5.20301 -0.00258 0.0 0.0 0.0 0.404
H 5.42120 3.94791 0.50849 0.0 0.0 0.0 0.400
H 5.23488 4.33429 -1.19995 0.0 0.0 0.0 0.478
H 2.05818 4.41998 -1.34810 0.0 0.0 0.0 0.068
H 3.38081 3.96492 -2.42800 0.0 0.0 0.0 0.541
H 2.13162 2.79202 -2.01048 -0.1 0.0 0.0 0.191
H 4.95328 1.52905 0.02765 0.0 0.0 0.0 0.312
H 3.52402 1.05128 -0.90307 0.0 0.0 0.0 0.292
H 4.84772 1.92518 -1.69850 0.0 0.0 0.0 0.471
H 1.17328 5.41806 4.17944 0.0 0.0 0.0 0.413
H 0.80568 4.03185 5.20351 0.0 0.0 0.0 0.318
H 1.71393 5.40056 5.86832 0.0 0.0 0.0 0.459
H 3.55226 5.90969 3.48346 0.0 0.0 0.0 0.425
H 4.02838 5.85001 5.17986 0.0 0.0 0.0 0.440
H 4.87410 4.83963 4.00149 0.0 0.0 0.0 0.412
H 2.71348 2.45532 5.92918 0.0 0.0 0.0 0.288
H 4.35871 2.76482 5.36373 0.0 0.0 0.0 0.384
H 3.61719 3.83401 6.56782 0.0 0.0 0.0 0.460
H -5.04282 3.07394 1.70211 0.0 0.0 0.0 0.259
H -5.57559 0.32543 -0.37326 0.0 0.0 0.0 0.331
H -5.40824 0.79026 -2.07907 0.0 0.0 0.0 0.464
H -4.05847 0.00166 -1.23394 0.0 0.0 0.0 0.205
H -6.30129 2.69558 0.02092 0.0 0.0 0.0 0.322
H -5.17648 4.04358 -0.26855 0.0 0.0 0.0 0.304
H -5.90909 3.19571 -1.62857 0.0 0.0 0.0 0.501
H -2.51012 1.95196 -1.89156 0.0 0.0 0.0 0.141
H -3.89142 2.68098 -2.73833 0.0 0.0 0.0 0.529
H -3.00042 3.60087 -1.51030 0.0 0.0 0.0 0.236
C -2.42024 8.87020 3.95574 0.1 0.0 0.3 -0.554
C -1.57882 9.53244 2.90100 0.0 0.0 -0.3 0.663
O -0.48097 9.98620 3.09057 -0.1 0.1 0.2 -0.589
S -2.32428 9.49188 1.22554 0.2 -0.2 -0.1 -0.258
C -1.81162 7.82384 0.90558 -0.3 0.5 0.1 -0.628
C -0.51049 7.55682 0.43548 0.1 -0.3 -0.1 -0.633
C -0.10450 6.26268 0.23134 0.0 0.3 0.0 -0.787
C -0.97034 5.15674 0.49472 0.3 -0.6 0.0 -0.504
C -2.25576 5.44463 1.02628 -0.3 0.2 0.1 0.249
C -2.66551 6.74256 1.20821 0.0 -0.3 -0.1 -0.767
C -0.50082 3.85990 0.24084 0.1 0.7 0.4 0.671
C 0.04736 2.86778 -0.21957 -0.5 -0.3 -1.4 -0.766
H -1.96781 9.00222 4.94006 0.0 0.0 -0.1 0.364
H -2.50155 7.80268 3.74194 0.0 0.0 -0.1 -0.127
H -3.42412 9.29354 3.94272 0.0 0.0 0.0 0.301
H 0.17044 8.37603 0.23998 0.0 0.0 0.0 0.438
H 0.90169 6.06312 -0.11829 0.0 0.0 0.0 0.236
H -2.91481 4.62389 1.28331 0.0 0.0 -0.1 1.098
H -3.66235 6.95145 1.58086 0.0 0.0 0.0 0.534
O 0.46814 -2.17032 -0.16937 0.4 0.0 0.1 -0.767
S -0.48916 -2.90949 -1.06149 0.2 -0.4 -0.7 0.538
C 0.14384 -2.56781 -2.75044 -0.2 -0.1 0.3 -0.563
C 1.37043 -3.44856 -2.88703 0.0 -0.1 0.0 -0.629
C 0.90071 -4.83612 -2.45879 0.1 0.1 0.0 -0.572
C 0.18501 -4.64177 -1.12515 -0.3 0.3 0.0 -0.697
H 0.34293 -1.49784 -2.78429 -0.1 0.0 0.0 0.217
H -0.63868 -2.82558 -3.46737 0.0 0.0 0.0 0.418
H 2.13399 -3.09065 -2.19250 0.1 0.0 -0.1 0.278
H 1.78402 -3.43784 -3.89576 0.0 0.0 0.0 0.398
H 1.73030 -5.53834 -2.36957 0.0 0.0 0.0 0.313
H 0.20457 -5.23110 -3.20230 0.0 0.0 0.0 0.293
H 0.86046 -4.68784 -0.27191 0.0 0.1 0.0 0.302
H -0.64877 -5.32458 -0.96729 0.0 0.0 0.0 0.371
```
Positions in Å, forces in eV/Å.

Summary:
**F_max**: 0.03020 Eh/bohr
**Kohn-Sham gap (alpha / beta)**: 2.66 / 5.94 eV
**Expectation value of S²**: 0.78
**Multiplicity**: 2
**Net charge**: -1

(2)
Computed, not measured: a molecular structure, C42H55IN3O5PdSSe, with the ωB97M-V functional and the def2-TZVPD basis.

```
109
Properties=species:S:1:pos:R:3:forces:R:3:mulliken_charge:R:1
Pd 1.55043 -0.28837 -0.57033 0.2 0.2 -0.2 1.701
C -5.20752 0.98047 -1.55120 0.0 0.0 0.0 -1.417
C -4.55560 2.32483 -1.91744 0.0 0.0 0.0 2.184
C -4.90467 3.37531 -0.84936 0.0 0.0 0.0 -1.599
C -5.12027 2.79011 -3.25992 0.0 0.0 0.0 -2.307
C -3.04898 2.13829 -1.95338 0.0 0.0 -0.1 -0.837
C -2.39107 1.70340 -0.78153 -0.1 0.0 0.1 -0.286
C -1.05260 1.48659 -0.77480 0.0 0.0 0.1 0.532
Se -0.06156 1.03068 0.81852 -0.1 0.2 0.1 0.029
C -1.02335 -0.47589 1.49510 0.0 0.0 0.0 0.052
C -2.17257 -0.29626 2.19398 0.0 0.1 0.0 -0.969
C -2.85470 -1.39155 2.77396 0.0 -0.1 0.0 -1.031
C -2.27852 -2.66273 2.66134 0.0 0.0 0.0 -0.058
C -1.09189 -2.90905 2.00329 0.0 -0.1 0.1 -0.573
C -0.41466 -1.78975 1.35647 0.0 0.0 0.0 1.171
O 0.64997 -1.96654 0.72198 0.1 0.0 -0.1 -0.872
C -0.47578 -4.30055 1.95097 0.0 0.0 0.0 2.240
C -1.30777 -5.31934 2.73592 0.0 0.0 0.0 -2.302
C -0.40639 -4.78475 0.49105 0.0 0.0 0.0 -1.486
C 0.93272 -4.26479 2.57284 0.0 0.0 0.0 -1.634
C -4.15399 -1.13425 3.51475 0.0 0.0 0.0 2.120
C -4.79387 -2.42177 4.03574 0.0 0.0 0.0 -2.205
C -3.86490 -0.20921 4.70931 0.0 0.0 0.0 -1.653
C -5.14599 -0.44654 2.56093 0.0 0.0 0.0 -1.576
C -0.24704 1.69527 -1.96431 0.1 -0.1 -0.1 0.959
O 0.97656 1.40370 -1.98251 -0.1 0.1 0.1 -1.146
C -0.91292 2.21050 -3.15177 0.0 0.0 -0.1 -0.265
C -2.27696 2.39505 -3.09730 0.0 0.0 0.1 -0.418
C -0.10394 2.46771 -4.41597 0.0 0.0 0.0 2.254
C -0.98222 3.01101 -5.54775 0.0 0.0 0.0 -2.327
C 0.52221 1.14712 -4.89870 0.0 0.0 0.0 -1.343
C 0.99546 3.50662 -4.13326 0.0 0.0 0.0 -1.633
H -6.29265 1.09408 -1.53351 0.0 0.0 0.0 0.479
H -4.89364 0.62484 -0.56791 0.0 0.0 0.0 0.141
H -4.95645 0.21326 -2.28622 0.0 0.0 0.0 0.344
H -5.98677 3.50972 -0.81032 0.0 0.0 0.0 0.471
H -4.44992 4.33850 -1.08642 0.0 0.0 0.0 0.369
H -4.57151 3.07731 0.14593 0.0 0.0 0.0 0.272
H -6.20246 2.89276 -3.17655 0.0 0.0 0.0 0.457
H -4.91705 2.07199 -4.05671 0.0 0.0 0.0 0.418
H -4.72021 3.76215 -3.55421 0.0 0.0 0.0 0.436
H -2.97031 1.54531 0.11941 0.0 0.0 0.0 0.161
H -2.56487 0.70274 2.33506 0.0 0.0 0.0 0.799
H -2.78597 -3.49087 3.12775 0.0 0.0 0.0 0.662
H -2.31437 -5.43266 2.32699 0.0 0.0 0.0 0.427
H -1.38272 -5.05637 3.79287 0.0 0.0 0.0 0.463
H -0.81861 -6.29146 2.67509 0.0 0.0 0.0 0.438
H -1.40327 -4.80233 0.04272 0.0 0.0 0.0 0.338
H -0.01309 -5.80302 0.47166 0.0 0.0 0.0 0.515
H 0.24282 -4.15324 -0.10926 0.0 0.0 0.0 0.174
H 0.88446 -3.93913 3.61374 0.0 0.0 0.0 0.357
H 1.60485 -3.59922 2.03654 0.0 0.0 0.0 0.266
H 1.35329 -5.27181 2.55716 0.0 0.0 0.0 0.472
H -4.15257 -2.93046 4.75743 0.0 0.0 0.0 0.452
H -5.02909 -3.11488 3.22555 0.0 0.0 0.0 0.423
H -5.72706 -2.17707 4.54329 0.0 0.0 0.0 0.436
H -3.15533 -0.67128 5.39730 0.0 0.0 0.0 0.390
H -4.79151 -0.01687 5.25227 0.0 0.0 0.0 0.446
H -3.45736 0.75318 4.39611 0.0 0.0 0.0 0.334
H -5.35323 -1.07321 1.69101 0.0 0.0 0.0 0.330
H -4.77428 0.51895 2.21034 0.0 0.0 0.0 0.298
H -6.08665 -0.26412 3.08238 0.0 0.0 0.0 0.543
H -2.78269 2.74992 -3.97982 0.0 0.0 0.0 0.694
H -1.76349 2.30485 -5.83696 0.0 0.0 0.0 0.411
H -0.35837 3.18383 -6.42469 0.0 0.0 0.0 0.456
H -1.44738 3.96255 -5.28156 0.0 0.0 0.0 0.449
H -0.25430 0.40682 -5.10648 0.0 0.0 0.0 0.312
H 1.21214 0.73403 -4.16553 0.0 0.0 0.0 0.094
H 1.06772 1.32816 -5.82694 0.0 0.0 0.0 0.470
H 0.55891 4.44483 -3.78418 0.0 0.0 0.0 0.369
H 1.53655 3.71455 -5.05788 0.0 0.0 0.0 0.475
H 1.70717 3.15139 -3.39217 0.0 0.0 0.0 0.224
C 7.11253 4.13771 4.53288 0.0 0.0 0.0 -1.470
C 6.23865 3.11061 3.86982 0.0 0.0 0.0 0.911
C 4.99527 3.46930 3.34596 0.0 0.0 0.0 -0.817
C 4.17159 2.52588 2.75983 0.0 0.1 0.0 -0.528
C 4.59256 1.20484 2.68980 0.0 0.0 0.0 -0.503
C 5.82209 0.82330 3.19972 0.0 -0.1 0.0 -0.261
C 6.63730 1.77977 3.78599 0.0 0.1 0.0 -0.723
S 3.53787 0.00666 1.93468 -0.1 0.0 0.1 1.725
O 2.23541 0.10478 2.55779 0.1 0.0 0.0 -0.751
O 4.22415 -1.25888 1.97039 0.0 0.0 0.0 -0.746
N 3.31598 0.51085 0.41197 -0.1 0.0 0.1 0.030
C 4.20464 0.10134 -0.57021 0.1 -0.1 -0.1 0.421
C 5.58990 0.28188 -0.58407 -0.1 0.0 0.0 -0.791
C 6.29608 -0.19064 -1.66842 0.1 0.0 0.0 -0.449
C 5.63185 -0.81284 -2.72342 0.0 0.0 -0.1 -0.923
C 4.26429 -0.94352 -2.64460 0.0 0.1 0.0 -0.148
N 3.57005 -0.49941 -1.59094 0.1 -0.3 0.1 0.327
H 7.02659 5.10654 4.04169 0.0 0.0 0.0 0.373
H 8.15881 3.83521 4.52034 0.0 0.0 0.0 0.372
H 6.81845 4.27073 5.57624 0.0 0.0 0.0 0.294
H 4.67277 4.50232 3.39901 0.0 0.0 0.0 0.379
H 3.20843 2.80775 2.35338 0.0 0.0 0.0 0.393
H 6.12837 -0.21274 3.13549 0.0 0.0 0.0 0.524
H 7.59996 1.48433 4.18565 0.0 0.0 0.0 0.370
H 6.07883 0.77799 0.24254 0.0 0.0 0.0 0.513
H 7.37150 -0.07167 -1.70272 0.0 0.0 0.0 0.421
H 6.16726 -1.18487 -3.58486 0.0 0.0 0.0 0.440
H 3.69061 -1.40716 -3.43954 0.0 0.0 0.0 0.406
N 1.62677 -3.18863 -2.10893 0.0 0.1 0.0 0.108
C 0.61459 -2.45500 -2.58442 0.0 0.0 0.0 0.202
O 0.28831 -1.36014 -2.11637 -0.2 -0.1 0.0 -0.392
C -0.15263 -3.02789 -3.74323 0.0 0.0 0.0 -1.412
I 0.99902 -2.82325 -5.52850 0.0 0.0 0.0 0.070
H 2.21118 -2.81969 -1.37202 0.0 0.0 0.0 0.028
H 1.91375 -4.03502 -2.57021 0.0 0.0 0.0 0.232
H -1.07000 -2.46749 -3.87634 0.0 0.0 0.0 0.436
H -0.36110 -4.08604 -3.61425 0.0 0.0 0.0 0.570
```
Positions in Å, forces in eV/Å.

Summary:
**F_max**: 0.00703 Eh/bohr
**Energy above the lowest of the compared OMol25 structures with the same formula, charge and spin**: 2.2 kcal per mole
**Kohn-Sham gap (alpha / beta)**: 8.17 / 5.77 eV
**Expectation value of S²**: 6.07
**Multiplicity**: 5
**Net charge**: +1